ORCA calculation (ωB97M-V with the def2-TZVPD basis set) on a molecular structure, C23H24CoF2N2O5Si.

```
58
Properties=species:S:1:pos:R:3:forces:R:3:mulliken_spin:R:1
Co -1.66456 0.66474 -2.44595 -0.15 -0.75 0.48 1.04
C 3.68031 1.78757 2.69016 0.03 -0.01 0.01 0.00
C 2.44671 1.03534 3.16261 -0.14 -0.06 -0.12 0.00
C 2.02828 1.50331 4.54825 0.08 0.01 0.07 0.00
C 0.85764 0.68047 5.04948 0.02 -0.08 0.05 0.00
C -0.25787 0.67263 4.04254 -0.03 -0.02 -0.15 0.00
C -1.55779 0.43509 4.43429 -0.03 0.00 0.01 0.00
C -2.57819 0.42339 3.49349 0.00 0.01 0.03 0.00
F -3.84016 0.18592 3.93182 0.00 -0.01 0.03 0.00
C -2.34688 0.64588 2.16757 0.07 0.00 0.00 0.00
C -1.03469 0.89177 1.74798 -0.05 -0.01 0.14 -0.01
C -0.79259 1.09721 0.30559 -0.54 -0.03 -0.45 -0.01
O -1.75202 0.97099 -0.46674 0.36 0.16 0.30 0.00
C 0.55894 1.41363 -0.05366 0.33 0.01 0.15 0.01
C 1.50644 1.41731 0.91922 -0.12 0.04 -0.43 -0.01
N 1.30731 1.16977 2.23628 0.03 0.00 0.36 0.00
C 0.01155 0.90650 2.67894 -0.01 0.01 0.08 0.00
C 1.03364 1.81924 -1.45538 -0.36 -0.04 -0.49 -0.01
O 2.20825 2.20842 -1.53372 0.24 0.06 0.13 0.00
O 0.19162 1.73338 -2.38711 0.42 0.24 0.29 0.00
H 4.42540 1.74591 3.48605 0.02 0.01 0.00 0.00
H 3.44591 2.83443 2.48874 0.00 -0.01 -0.01 0.00
H 4.12538 1.35593 1.79572 -0.02 0.01 0.01 0.00
H 2.69146 -0.03311 3.23288 0.04 -0.01 0.00 0.00
H 1.76616 2.56457 4.50322 -0.02 0.00 -0.02 0.00
H 2.88074 1.39712 5.22509 -0.02 0.04 -0.04 0.00
H 0.49180 1.05835 6.00620 -0.01 0.01 0.00 0.00
H 1.20087 -0.34610 5.22672 -0.03 0.03 0.00 0.00
H -1.79102 0.25888 5.47716 -0.02 0.00 0.02 0.00
H -3.13687 0.63427 1.42844 0.01 -0.01 -0.03 0.00
H 2.50718 1.66265 0.59809 0.00 0.01 -0.04 0.00
O -1.74822 3.94238 -2.97978 0.01 0.12 -0.02 0.00
H -2.47938 3.30455 -2.91315 0.01 -0.06 0.03 0.00
H -0.96153 3.37679 -2.95086 0.00 -0.05 0.02 0.00
F -1.51677 0.10896 -4.19751 -0.03 0.08 -0.31 -0.02
C -1.33433 -2.21601 -0.32652 0.05 -0.30 0.05 0.00
Si -1.33112 -1.57031 -2.12856 -0.08 0.96 -0.10 -0.02
C -2.63126 -2.59573 -3.04386 0.06 -0.24 0.03 0.00
C 0.36484 -2.14605 -2.77847 -0.05 -0.24 0.05 -0.02
C 1.53752 -1.68983 -2.16768 0.04 -0.05 -0.04 0.00
C 2.79367 -2.07254 -2.61455 -0.03 0.01 0.01 0.00
C 2.91347 -2.93035 -3.70117 0.04 -0.03 -0.02 0.00
C 1.76602 -3.38912 -4.33306 0.01 0.02 -0.02 0.00
C 0.51307 -2.99740 -3.87576 0.08 0.00 0.01 0.00
H -1.24165 -3.30742 -0.29260 0.00 -0.06 0.10 0.00
H -2.26013 -1.92779 0.17925 -0.03 0.01 -0.01 0.00
H -0.50259 -1.79333 0.24625 0.03 0.01 0.00 0.00
H -2.44407 -3.67419 -2.98373 -0.05 -0.08 -0.04 0.00
H -2.64835 -2.28095 -4.08867 0.01 0.02 0.00 0.00
H -3.61861 -2.39096 -2.62249 0.00 0.01 0.02 0.00
H 1.46811 -0.99691 -1.33443 -0.02 0.01 0.00 0.00
H 3.68068 -1.68292 -2.12749 0.02 0.01 0.00 0.00
H 3.89317 -3.22474 -4.06160 0.01 0.00 -0.01 0.00
H 1.84717 -4.04681 -5.19258 0.01 -0.01 -0.02 0.00
H -0.37097 -3.35391 -4.39298 -0.01 0.00 0.01 0.00
O -5.96433 1.64549 -2.67136 -0.30 0.01 0.02 0.01
C -4.75874 1.58239 -2.61667 0.36 0.01 -0.04 0.02
N -3.57865 1.53127 -2.56394 -0.22 0.21 -0.08 -0.02
```
Positions in Å, forces in eV/Å.

The net charge is -2. The calculation puts the total energy at -3248.70674 a.u. The spin multiplicity is 2. The strongest force on any atom comes out at 1.0 eV/Å. As for the expectation value of S²: 0.77. Its gap between HOMO and LUMO (spin up / spin down) is 4.11 / 4.71 eV. The molar mass comes out at 533.47 g/mol.